[1]
Molecular formula: C40H52FeN3OP2S
Method: DFT, ωB97M-V/def2-TZVPD

Charge: -1
Gap between HOMO and LUMO in Eh: 0.2212
E in Ha: -4139.61079
Relative energy (zero: lowest compared OMol25 entry of this formula, charge and spin) in kJ/mol: 0.0

Geometry as XYZ:
```
100
Properties=species:S:1:pos:R:3:mulliken_charge:R:1
Fe 0.2476 -1.1627 -0.0370 -0.032
C -2.9055 4.9869 -0.2913 -1.589
C -1.5482 4.4250 0.1265 0.585
C -1.5057 4.2452 1.6424 -1.400
P -1.1979 2.7656 -0.6833 0.911
C -1.0138 3.3039 -2.4678 0.578
C -0.0188 2.3949 -3.1853 -1.237
C -2.3753 3.1891 -3.1648 -1.520
C 0.5633 2.6663 -0.1343 0.402
C 1.4603 3.6721 -0.4975 -0.409
C 2.7299 3.7630 0.0461 -1.175
C 3.1095 2.8393 1.0079 -1.123
C 2.2503 1.8212 1.3720 0.680
C 0.9780 1.6750 0.7939 -1.687
N 0.1575 0.5955 1.1510 1.029
C -0.1626 0.4308 2.4487 0.096
C 0.1135 1.3706 3.4807 -0.347
C -0.2594 1.1314 4.7876 -1.039
C -0.9293 -0.0340 5.1596 -1.083
C -1.2377 -0.9514 4.1632 -0.120
C -0.8748 -0.7423 2.8406 -0.552
P -1.2827 -1.8017 1.4419 1.973
C -3.0638 -1.3971 1.0770 1.382
C -3.1775 0.1004 0.8118 -1.531
C -4.0786 -1.8289 2.1337 -1.742
C -1.4470 -3.5150 2.1337 0.329
C -0.1772 -4.0371 2.8044 -1.549
C -1.9043 -4.4693 1.0301 -1.514
H -3.1523 5.8687 0.3083 0.454
H -3.6964 4.2469 -0.1382 0.306
H -2.9211 5.2879 -1.3390 0.354
H -0.7703 5.1390 -0.1660 0.424
H -2.2512 3.5138 1.9673 0.252
H -1.7157 5.1925 2.1493 0.554
H -0.5330 3.8887 1.9765 0.062
H -0.6819 4.3498 -2.5087 0.620
H -0.2388 1.3572 -2.9163 -0.138
H 1.0166 2.5981 -2.9097 0.222
H -0.1152 2.5000 -4.2720 0.582
H -2.7059 2.1517 -3.1570 0.175
H -2.2954 3.5118 -4.2078 0.474
H -3.1533 3.7828 -2.6859 0.322
H 1.1415 4.4289 -1.2078 0.266
H 3.3993 4.5620 -0.2510 0.389
H 4.0911 2.8998 1.4667 0.341
H 2.5599 1.0981 2.1156 0.356
H 0.6322 2.2881 3.2358 0.317
H -0.0241 1.8768 5.5407 0.341
H -1.2031 -0.2167 6.1907 0.403
H -1.7662 -1.8626 4.4261 0.400
H -3.2748 -1.9241 0.1400 0.267
H -3.0486 0.6613 1.7427 0.231
H -4.1688 0.3365 0.4105 0.657
H -2.4191 0.4354 0.1078 -0.342
H -3.8209 -1.4061 3.1086 0.299
H -4.1582 -2.9125 2.2392 0.364
H -5.0705 -1.4514 1.8669 0.496
H -2.2265 -3.4675 2.8986 0.685
H 0.6230 -4.1796 2.0793 0.184
H -0.3834 -5.0015 3.2800 0.571
H 0.1909 -3.3489 3.5658 0.284
H -1.1425 -4.5386 0.2506 0.079
H -2.8349 -4.1455 0.5601 0.327
H -2.0641 -5.4722 1.4369 0.498
S 3.5733 -3.7726 1.3748 -0.380
C 3.3802 -2.5955 2.6091 -0.658
C 2.3502 -1.7409 2.3515 -1.174
C 1.6562 -1.9867 1.1157 0.816
C 2.2283 -3.0819 0.5135 0.432
C 1.6734 -3.5938 -0.7153 0.709
C 2.1781 -4.6689 -1.4547 -0.880
C 1.5357 -5.0535 -2.6131 -0.698
C 0.3940 -4.3716 -3.0162 -1.304
C -0.0495 -3.3213 -2.2323 -0.393
N 0.5643 -2.9345 -1.1162 1.356
H 4.0264 -2.6129 3.4745 0.471
H 2.0530 -0.9789 3.0645 0.268
H 3.0683 -5.1806 -1.1120 0.469
H 1.9185 -5.8806 -3.1991 0.379
H -0.1426 -4.6414 -3.9152 0.487
H -0.9345 -2.7566 -2.4959 0.280
C 4.6380 1.1260 -4.0734 -1.626
C 3.6387 0.5366 -3.1175 1.403
C 2.3916 0.1042 -3.5383 -1.072
C 1.4879 -0.3889 -2.6099 -0.837
N 1.7668 -0.4940 -1.3120 0.813
C 2.9798 -0.1152 -0.9089 -0.262
C 3.9276 0.4143 -1.7654 -1.391
H 4.2839 1.0658 -5.1022 0.363
H 5.5957 0.6066 -4.0076 0.377
H 4.8180 2.1766 -3.8367 0.311
H 2.1041 0.1738 -4.5805 0.298
H 0.4849 -0.6837 -2.8829 0.336
H 3.1939 -0.2617 0.1346 0.495
H 4.8882 0.7251 -1.3724 0.426
C -1.9895 -0.6643 -2.1898 -1.230
O -0.9076 -0.3289 -1.4385 -0.422
H -2.7263 0.1561 -2.2679 0.059
H -2.5745 -1.5326 -1.8105 0.002
H -1.7423 -0.9290 -3.2501 0.384
```

[2]
Molecular formula: C2H3NOS
Method: DFT, ωB97M-V/def2-TZVPD

SMILES: C=NOC=S
Gap between HOMO and LUMO in Eh: 0.3433
E in Ha: -606.09336
Relative energy (zero: lowest compared OMol25 entry of this formula, charge and spin) in kJ/mol: 246.8

Geometry as XYZ:
```
8
Properties=species:S:1:pos:R:3:nbo_charge:R:1
C 0.9757 -0.3975 -1.3287 -0.091
N 0.1815 -0.7122 -0.3782 -0.114
O -0.3626 0.5005 0.1207 -0.385
C -0.9849 0.3572 1.3183 0.034
S -1.7165 1.5244 2.1322 -0.008
H 1.4246 -1.2246 -1.8334 0.195
H 1.2836 0.5884 -1.5870 0.194
H -0.8014 -0.6361 1.5561 0.175
```

[3]
Molecular formula: C18H19ClN2O3S
Method: DFT, ωB97M-V/def2-TZVPD

Gap between HOMO and LUMO in Eh: 0.1163
E in Ha: -1890.70551
Relative energy (zero: lowest compared OMol25 entry of this formula, charge and spin) in kJ/mol: 714.5

Geometry as XYZ:
```
44
Properties=species:S:1:pos:R:3:nbo_charge:R:1
C 6.1337 -2.8342 3.1611 -0.260
O 5.4134 -1.6100 3.4150 -0.478
C 4.0850 -1.5330 3.1496 0.357
C 3.4608 -0.2824 3.4110 -0.249
C 2.1089 -0.1277 3.1933 -0.132
C 1.3139 -1.1970 2.7015 -0.212
C -0.1208 -1.0459 2.5815 0.271
N -0.9611 -1.8955 3.1423 -0.277
C -2.4062 -1.7397 2.9830 -0.425
C -0.5155 -3.0227 3.9519 -0.426
C 1.9623 -2.4257 2.4157 -0.139
C 3.3176 -2.6071 2.6301 -0.270
H 7.1573 -2.5883 3.4425 0.215
H 5.7522 -3.6530 3.7850 0.184
H 6.0868 -3.1146 2.1004 0.191
H 4.0870 0.5171 3.8137 0.244
H 1.6298 0.8245 3.4346 0.234
H -0.5623 -0.1532 2.1330 0.252
H -2.8723 -2.6057 3.4597 0.218
H -2.7609 -0.8195 3.4640 0.234
H -2.6866 -1.7017 1.9237 0.251
H -1.4131 -3.4461 4.4048 0.222
H -0.0329 -3.8041 3.3526 0.226
H 0.1863 -2.7185 4.7382 0.239
H 1.3833 -3.2583 2.0243 0.215
H 3.7792 -3.5824 2.4336 0.229
N -5.1738 4.8857 -8.0306 -0.327
C -4.4644 4.3841 -7.2430 0.289
C -3.6018 3.7512 -6.2611 -0.187
C -3.7534 2.3898 -5.9696 -0.170
C -2.9411 1.7798 -5.0100 -0.216
C -1.9899 2.5263 -4.3158 -0.170
S -0.8905 1.6797 -3.1126 2.126
C -1.5870 1.7426 -1.5142 -0.994
Cl -0.9621 0.9134 -0.2241 -0.065
O -0.8255 0.3194 -3.6033 -0.980
O 0.3053 2.4957 -3.1568 -0.988
C -1.8081 3.8765 -4.6293 -0.226
C -2.6223 4.4924 -5.5871 -0.160
H -4.5080 1.8075 -6.5060 0.225
H -3.0462 0.7147 -4.8326 0.247
H -2.1345 2.6508 -1.2698 0.206
H -1.0262 4.4610 -4.1550 0.248
H -2.4965 5.5537 -5.8251 0.224
```

Which of these has the highest gap between HOMO and LUMO?
C2H3NOS